This record from the Open Molecules 2025 dataset describes a single C5H7NO molecule. The level of theory is ωB97M-V with the def2-TZVPD basis set.

Geometry as XYZ:
```
14
Properties=species:S:1:pos:R:3:forces:R:3:nbo_charge:R:1
C 1.928 0.543 -0.211 -0.034 0.394 0.204 0.4264
C -1.615 0.961 0.429 -0.064 -0.051 0.155 0.1687
C 1.268 -0.468 -0.690 -0.379 -0.769 -0.295 -0.4347
C -0.105 -0.929 -0.236 0.018 0.144 0.239 -0.4347
C -0.780 -0.018 0.753 0.278 -0.105 -0.209 -0.3327
N 2.439 1.597 0.111 0.072 0.524 -0.155 -0.6301
O -2.045 1.290 -0.813 0.020 0.013 -0.230 -0.6734
H -2.069 1.604 1.168 -0.013 0.021 0.102 0.1834
H 1.741 -1.077 -1.447 0.214 0.044 -0.031 0.2403
H -1.594 0.749 -1.472 0.002 0.046 0.043 0.4764
H -0.737 -1.060 -1.121 0.042 -0.129 -0.014 0.1951
H 0.009 -1.921 0.217 -0.144 0.059 -0.138 0.2236
H -0.518 -0.150 1.789 -0.066 0.100 0.200 0.2144
H 3.062 1.652 0.906 0.054 -0.291 0.127 0.3775
```
Forces are in eV/Å.

Properties
Charge   0
Energy   -8833.9709 eV
Energy relative to the best compared isomer or geometry (same formula, charge and spin)   215.35 kJ/mol
M   97.1 u
LUMO   0.8 eV
HOMO-LUMO gap   9.533 eV
SMILES   N=C=CC/C=C\O